A 13-piece molecular cluster, C47H124N8O13 overall in a non-equilibrium geometry. Source: OMol25; level of theory: ωB97M-V with the def2-TZVPD basis set.

Geometry as XYZ:
```
192
Properties=species:S:1:pos:R:3:forces:R:3:mulliken_charge:R:1
C -13.5563 27.9499 6.0123 -0.1 1.1 -0.5 -1.73
C -12.7860 26.6865 5.6306 -0.2 0.9 0.0 1.12
C -13.0721 26.2990 4.1655 1.1 0.4 0.3 -1.02
C -12.4095 27.2316 3.1660 0.4 0.4 0.4 -0.85
C -10.9065 27.3469 3.4489 -0.1 -0.8 -1.4 -1.31
C -10.4947 27.6256 4.8915 0.0 0.8 -0.1 2.65
N -11.3298 26.8465 5.8025 -0.5 -1.5 -0.6 1.12
O -11.0327 27.0613 7.1804 0.3 0.3 -0.6 -0.50
C -9.0352 27.1658 5.0768 -0.4 0.5 0.1 -1.97
C -10.5708 29.1398 5.1299 -0.2 0.5 0.4 -2.04
C -13.2661 25.5426 6.5083 0.6 -0.9 -0.4 -1.77
H -14.6365 27.7900 6.0012 0.0 -0.2 0.5 0.44
H -13.4480 28.7689 5.2899 0.3 -0.3 -0.2 0.35
H -13.1977 28.3945 6.9418 -0.3 -0.4 0.3 0.30
H -12.5633 25.3312 4.1136 -0.5 -0.2 -0.6 0.31
H -14.1360 26.2683 3.9363 -0.1 -0.4 0.4 0.39
H -12.8342 28.2398 3.1898 -0.3 -0.1 0.1 0.36
H -12.5826 26.8453 2.1609 0.2 0.1 -0.1 0.47
H -10.5031 28.0953 2.7588 0.1 0.4 0.4 0.38
H -10.4385 26.4408 3.0386 0.0 -0.3 0.6 0.37
H -8.6711 27.4289 6.0741 -0.1 -0.2 0.1 0.34
H -8.9887 26.0926 4.8954 0.2 0.0 0.0 -0.36
H -8.3971 27.7242 4.3898 0.0 -0.2 -0.2 0.48
H -10.6567 29.3419 6.2010 0.3 0.0 0.0 0.42
H -9.6887 29.6400 4.7225 0.1 0.0 0.1 0.48
H -11.4274 29.6439 4.6756 -0.1 -0.4 -0.1 0.26
H -12.8860 25.5701 7.5275 -0.7 0.6 0.2 0.46
H -12.8526 24.5918 6.1542 -0.1 0.2 -0.5 0.15
H -14.3408 25.4432 6.3706 -0.1 0.1 0.6 0.44
H -10.3236 26.4181 7.2884 0.0 0.1 0.4 0.31
C -5.1905 24.5652 8.2402 0.1 1.0 0.4 -1.93
C -5.5550 23.7854 6.9934 -0.9 -0.3 -0.1 2.33
C -6.9613 24.2270 6.5916 -0.9 0.6 -0.9 -1.56
C -7.4303 23.6272 5.2698 0.1 -0.7 0.2 -0.35
C -6.4797 24.0945 4.1491 -0.7 -0.7 1.5 -0.22
C -5.0279 23.7196 4.4908 0.8 0.6 -0.5 2.25
N -4.6935 24.1434 5.8769 -0.3 0.6 0.0 1.47
O -3.3415 23.8030 6.1725 -0.2 -0.2 0.1 -0.60
C -4.7280 22.2493 4.1769 0.2 0.6 -0.3 -1.29
C -4.1379 24.6236 3.6268 0.7 0.3 -0.7 -0.91
C -5.5756 22.3010 7.3717 0.1 -0.5 0.0 -0.65
H -4.1984 24.3231 8.6212 0.0 0.0 0.0 0.44
H -5.9249 24.4507 9.0438 0.1 -0.7 -0.1 0.33
H -5.2724 25.6459 8.0720 0.5 -0.1 -0.4 -0.18
H -7.6616 24.0853 7.4202 0.0 -0.4 0.0 0.64
H -7.0463 25.2942 6.3352 0.7 0.2 0.7 -0.13
H -8.4585 23.9268 5.0536 0.0 0.1 0.0 0.43
H -7.4544 22.5326 5.3507 0.0 0.0 -0.2 0.29
H -6.5742 25.1796 4.0884 0.0 0.1 -0.2 0.36
H -6.8296 23.6268 3.2323 0.5 0.2 -0.3 -1.13
H -5.4141 21.5832 4.6889 0.0 -0.2 -0.2 -0.04
H -4.7987 22.1514 3.0916 -0.3 -0.3 0.0 0.60
H -3.6903 22.0290 4.4236 -0.1 -0.1 0.2 -0.10
H -4.5298 25.6418 3.6058 -0.1 0.0 0.0 0.18
H -3.0968 24.7162 3.9420 -0.2 -0.2 0.4 -0.93
H -4.0099 24.2927 2.5909 -0.5 -0.2 0.0 0.51
H -6.3493 22.1336 8.1251 0.1 0.0 0.1 0.37
H -4.6079 21.9822 7.7639 0.0 0.2 0.2 0.19
H -5.7843 21.5931 6.5709 -0.2 0.3 -0.2 -0.67
H -2.9471 24.6702 6.3152 0.1 -0.1 0.0 0.21
C -2.4724 19.1614 10.0013 0.5 1.5 -0.5 -1.38
C -3.4901 18.3268 9.2045 1.6 -1.0 0.4 1.70
C -3.7202 18.7725 7.7704 -0.3 0.6 0.0 0.10
O -2.5228 19.0287 7.0752 0.8 -0.1 0.3 -0.47
C -2.7084 19.7671 5.8885 -0.1 0.3 0.3 -0.19
N -3.0202 16.9095 9.1268 -0.2 0.3 0.1 -0.84
H -1.4684 18.7582 10.1510 -0.2 -0.6 -0.4 0.54
H -2.7867 19.4670 11.0004 -0.4 -0.1 -0.1 0.18
H -2.2590 20.0720 9.4239 -0.1 0.1 0.3 0.25
H -4.4278 18.4085 9.7561 -0.2 -0.4 -0.3 -0.80
H -4.3127 19.6984 7.7784 -0.2 -0.1 0.0 -0.67
H -4.2633 17.9760 7.2469 -0.3 0.1 0.1 0.43
H -3.2096 20.7153 6.1153 -0.4 -0.2 -0.1 -0.08
H -3.2528 19.1688 5.1523 -0.1 0.2 -0.1 0.23
H -1.7529 20.0849 5.4717 0.2 -0.5 0.1 0.36
H -2.3260 16.8859 8.3821 -0.1 0.0 -0.1 0.36
H -2.4566 16.7328 9.9512 -0.2 -0.2 0.1 0.29
C -0.4368 23.3913 4.0006 -0.8 -0.4 1.0 -1.17
C 0.9173 24.0369 3.7400 -1.7 0.7 -0.7 0.66
C 1.9106 23.0448 3.2014 1.6 0.5 0.6 -0.77
O 3.0890 23.7546 2.8113 -0.2 0.8 -0.1 -0.31
C 4.1224 22.9546 2.3044 -0.3 -0.5 0.3 -0.73
N 0.6543 25.0807 2.7391 0.3 -0.8 -0.3 -0.76
H -0.4615 22.5615 4.7177 0.6 -0.3 -0.4 0.43
H -0.9680 23.1048 3.0926 0.3 -0.1 -0.1 0.37
H -1.1205 24.0557 4.5413 0.2 0.5 -0.4 -0.21
H 1.2003 24.5240 4.6806 0.7 -0.5 0.1 0.20
H 1.5801 22.4856 2.3259 -0.6 -0.2 0.2 0.41
H 2.2275 22.4235 4.0501 -0.3 -0.6 -0.3 0.40
H 5.0481 23.5247 2.3352 0.0 0.0 0.1 0.24
H 3.9602 22.6282 1.2694 -0.2 0.0 0.0 0.27
H 4.1930 22.0619 2.9420 0.4 0.0 -0.2 0.30
H -0.1636 25.6171 2.9999 0.4 0.4 0.1 0.26
H 1.4968 25.6208 2.6013 -0.3 0.4 0.0 0.25
C -5.0645 28.5396 6.9266 -1.8 -0.5 -0.1 -0.03
C -5.7885 29.1605 5.7315 0.9 1.0 0.1 1.11
C -6.7153 30.2888 6.2014 -0.3 -0.3 0.9 -0.70
O -7.0815 31.1009 5.1197 -0.2 -0.1 -0.5 -0.34
C -7.8849 32.1848 5.5137 -0.2 -0.2 1.2 -0.84
N -4.7512 29.7163 4.8368 -0.7 -0.9 -0.1 -0.38
H -4.5114 27.6396 6.6669 0.5 0.3 -0.2 -0.61
H -5.8453 28.1529 7.5934 0.2 0.3 0.3 -0.47
H -4.5050 29.3268 7.4276 0.3 -0.3 0.1 0.63
H -6.4004 28.4500 5.1746 0.2 -0.2 0.0 -0.59
H -6.2582 30.8922 7.0052 0.5 0.1 -0.3 0.49
H -7.5949 29.8760 6.7248 -0.2 -0.1 -0.4 0.28
H -8.3584 32.6615 4.6631 0.3 0.0 -0.2 0.29
H -7.3026 32.8865 6.1266 0.1 0.2 -0.4 0.34
H -8.6705 31.8507 6.2084 -0.2 -0.1 -0.3 0.30
H -5.2661 30.0623 4.0338 0.5 0.5 0.0 0.26
H -4.3162 30.4834 5.3375 0.0 0.2 -0.3 0.31
C -1.7428 30.1149 1.7736 -0.4 -0.5 -0.1 -1.56
C -1.2568 28.7119 2.2194 -0.5 2.2 0.5 0.59
C -2.0252 28.2070 3.4305 1.0 0.1 -0.5 -0.55
O -1.2774 27.0871 3.9259 -0.3 -0.3 0.0 -0.05
C -1.4443 26.9256 5.3035 -0.1 0.0 0.9 -0.32
N -1.3520 27.8237 1.0674 1.0 -0.4 0.7 -0.73
H -1.5473 30.9206 2.4826 0.0 -0.2 0.2 0.38
H -2.8152 30.0844 1.5679 0.0 0.1 -0.2 0.32
H -1.2035 30.3703 0.8599 -0.2 0.0 -0.1 0.41
H -0.2701 28.9843 2.6309 0.4 -0.9 -0.4 0.15
H -3.0566 27.9613 3.1721 -0.1 -0.2 0.3 0.12
H -1.9774 28.9742 4.2056 -0.4 0.2 -0.1 0.37
H -1.0407 27.7677 5.8831 -0.2 0.3 -0.2 0.41
H -0.8939 26.0721 5.7089 0.1 -0.2 -0.6 0.23
H -2.5006 26.8001 5.5735 -0.1 0.1 0.0 -0.22
H -0.6289 28.1216 0.4154 -0.3 0.0 -0.2 0.31
H -1.0043 26.9166 1.3873 -0.3 -0.1 -0.3 0.24
C -8.7879 19.9159 8.8936 -0.6 -0.1 0.1 -0.52
C -10.3030 20.0965 9.0854 0.8 -0.6 0.9 0.76
C -11.0394 18.8908 8.5307 -0.3 0.4 -0.7 -1.01
O -12.4400 19.0430 8.6653 0.5 -0.5 -0.5 -0.35
C -13.1239 18.1087 7.8320 -0.2 1.0 0.9 -0.75
N -10.6761 20.3084 10.4874 0.0 1.3 0.2 -0.72
H -8.4418 19.1486 9.5877 0.2 -0.2 -0.4 -0.03
H -8.2472 20.8262 9.1587 -0.1 0.1 -0.1 -0.05
H -8.6242 19.6731 7.8399 0.5 -0.1 0.1 0.31
H -10.5411 20.9825 8.5001 -0.7 0.0 0.2 0.13
H -10.7204 17.9282 8.9522 0.2 0.1 0.3 0.45
H -10.7783 18.8514 7.4593 -0.1 -0.2 0.0 0.26
H -12.8792 18.2702 6.7788 0.0 -0.1 -0.1 0.29
H -14.1677 18.3657 8.0184 -0.1 -0.4 -0.3 0.26
H -12.9194 17.0793 8.1397 0.0 -0.1 -0.1 0.30
H -10.0891 19.8550 11.1832 0.2 -0.5 -0.5 0.26
H -10.5035 21.2944 10.6749 -0.4 -0.1 0.1 0.36
C -5.6030 18.0374 12.6015 0.5 -0.1 -1.2 -1.38
C -6.6556 19.1319 12.4285 -0.2 -0.5 1.6 0.03
C -6.2814 20.1906 11.4224 1.4 -0.2 -0.5 0.00
O -5.0185 20.7561 11.8104 -0.8 0.5 0.4 -0.44
C -4.6909 21.7913 10.9104 0.4 -0.6 -0.4 -0.36
N -8.0071 18.6244 12.2407 -0.5 -0.2 -1.1 -0.43
H -5.4093 17.5004 11.6597 -0.1 0.3 -0.2 0.27
H -5.8767 17.2079 13.2521 -0.1 0.5 0.6 0.41
H -4.6612 18.5204 12.8674 0.0 -0.3 0.3 0.32
H -6.6892 19.6750 13.3824 0.0 0.0 0.0 0.22
H -7.0511 20.9617 11.3469 -0.1 0.0 0.0 0.49
H -6.0266 19.7962 10.4280 -0.9 -0.3 -0.2 -0.09
H -3.7660 22.2536 11.2456 -0.2 0.3 0.2 0.37
H -5.5091 22.5012 10.7597 0.1 0.2 0.3 0.34
H -4.4790 21.3709 9.9178 0.0 0.0 0.0 -0.13
H -8.4027 18.1502 13.0410 0.3 0.2 0.4 0.27
H -8.0162 17.9101 11.5160 0.0 0.2 -0.1 0.25
C -7.4937 27.5946 9.7411 -1.3 -1.5 0.9 0.00
O -8.9007 27.6789 9.5062 -0.1 0.6 -0.3 -0.48
H -7.0634 26.9398 8.9817 0.6 0.7 -0.3 -0.38
H -7.1307 28.6065 9.8741 0.3 0.0 -0.5 0.27
H -7.3443 27.0478 10.6823 0.3 0.3 0.1 0.37
H -9.3521 26.8625 9.7279 0.2 -0.1 0.1 0.27
C -6.1855 18.9237 5.1301 -0.1 0.2 0.4 -0.41
O -7.4714 19.4601 4.8278 0.3 0.3 0.0 -0.38
H -5.7886 19.3866 6.0345 -0.5 0.0 0.2 -0.16
H -6.3100 17.8575 5.3157 0.6 -0.1 -0.1 0.58
H -5.4094 19.1788 4.4035 -0.3 -0.4 -0.5 0.29
H -7.9321 18.8144 4.2868 0.0 0.1 -0.1 0.24
C -9.1780 21.2853 2.4383 0.0 -0.2 0.8 -0.13
O -9.0845 22.4598 1.6565 0.0 0.2 0.3 -0.56
H -10.1848 21.1643 2.8487 -0.2 0.0 -0.7 0.29
H -8.8706 20.4166 1.8513 -0.2 -0.1 0.1 0.31
H -8.5973 21.3081 3.3706 0.4 0.2 -0.4 -0.23
H -8.2149 22.8432 1.8159 0.0 0.1 -0.1 0.27
C -6.5149 25.4810 0.7722 -0.9 0.8 -0.2 -0.36
O -6.7464 24.0849 0.7020 0.2 -0.1 0.1 -0.52
H -6.1481 25.9177 -0.1616 0.3 -0.3 0.0 0.34
H -7.4600 26.0094 0.9563 0.0 0.0 0.2 0.17
H -5.8482 25.7331 1.5910 0.2 -0.3 0.0 0.07
H -7.4970 23.9440 0.1159 0.1 -0.1 -0.1 0.31
C -10.6109 21.9816 6.1074 -0.6 -1.1 0.0 -0.35
O -11.7697 22.3975 6.8293 0.7 0.3 -0.1 -0.64
H -10.8023 22.0766 5.0340 0.5 0.4 0.0 0.29
H -9.6925 22.4483 6.4682 0.0 0.2 -0.3 0.25
H -10.5052 20.9043 6.2682 0.0 0.1 0.1 0.03
H -11.7280 23.3568 6.7601 -0.4 0.0 0.3 0.19
```
Positions in Å, forces in eV/Å.

**Charge**: 0
**Energy relative to the best compared isomer or geometry (same formula, charge and spin)**: 0.0 kcal/mol
**Calculated total energy**: -89279.751 eV
**LUMO level**: 0.2 eV
**F_max**: 2.3 eV/Å
**Orbital gap**: 0.315 Eh
**E_HOMO**: -8.38 eV